1.
Formula: C5H8N2S
Source: the OMol25 dataset
Level of theory: ωB97M-V with the def2-TZVPD basis set

## Properties
net charge = 0
HOMO level = -8.32 eV
Kohn-Sham gap = 7.1 eV
calculated total energy = -702.807559 Ha

Geometry (Å):
N -1.03255 -2.05493 0.57238
H -1.70815 -2.03945 1.33528
H -0.51295 2.25224 -2.96189
N -1.27504 0.79260 -1.67561
C 1.01793 -1.29317 1.82645
C 2.01361 -0.36930 1.72717
C 0.27725 -0.03549 0.13057
C -0.73238 2.11497 -1.83481
H -1.58856 2.88223 -1.47486
H -1.35029 -1.77906 -0.32025
H 1.12680 -2.21938 2.49944
H 3.02418 -0.22904 2.20261
H 0.17214 2.20388 -1.28338
H -1.00093 0.01193 -2.21127
C -0.02407 -1.13230 0.85909
S 1.59301 0.89426 0.60907

Mulliken atomic charge list, values in e, 8 entries:
1 N -0.55
2 H 0.27
3 H 0.29
4 N -0.46
5 C -0.29
6 C -0.41
7 C 0.24
8 C -0.35

=====

2.
Formula: C5H8N2S
Source: the OMol25 dataset
Level of theory: ωB97M-V with the def2-TZVPD basis set

## Properties
net charge = 0
HOMO level = -7.46 eV
Kohn-Sham gap = 7.7 eV
calculated total energy = -702.781397 Ha

Geometry (Å):
H 1.94857 1.93470 -0.00274
H -2.52196 1.23309 1.25129
H 3.54389 -0.83099 0.64043
N -0.39946 -1.53511 -0.18679
C 0.84807 -1.55507 0.04369
C 0.29862 0.56950 0.01282
H -0.94912 -2.29531 0.28466
N 0.50972 2.07206 -0.00850
H -0.06689 2.71575 -1.05048
C -0.80347 -0.18989 -0.07374
H 3.37661 0.34318 -0.81575
H 1.47785 -2.50526 0.00298
H 2.88285 1.02845 0.73258
C 2.98668 0.11678 0.17310
C 1.42068 -0.24086 -0.17088
S -2.43544 0.15094 0.02588

Mulliken atomic charge list, values in e, 8 entries:
1 H 0.27
2 H 0.15
3 H 0.30
4 N -0.07
5 C -0.51
6 C 1.08
7 H 0.29
8 N -0.66

=====

3.
Formula: C5H8N2S
Source: the OMol25 dataset
Level of theory: ωB97M-V with the def2-TZVPD basis set

## Properties
net charge = 0
SMILES = CN[C@H](C#N)C(C)=S
HOMO level = -8.83 eV
Kohn-Sham gap = 8.3 eV
calculated total energy = -702.869847 Ha

Geometry (Å):
H 1.07505 2.02380 -0.36416
H -0.67396 2.20337 1.57977
C -0.92216 2.26486 0.40160
H 0.54093 0.38893 1.56694
C 0.03085 -2.09322 0.71862
N 0.14803 1.40792 -0.22657
H -1.88768 1.78375 0.38893
C -0.35177 -0.72042 0.19406
C 1.97574 0.06851 0.04569
C 0.59537 0.26006 0.49528
N 2.86348 -0.17971 -0.77657
H 0.50847 -1.73611 1.67311
S -1.72406 -0.62182 -0.62395
H -0.76949 3.29436 0.03293
H -1.10350 -2.56674 0.79438
H 0.84636 -2.71856 0.20167

Mulliken atomic charge list, values in e, 8 entries:
1 H 0.31
2 H 0.25
3 C -0.70
4 H 0.30
5 C -0.86
6 N -0.48
7 H 0.21
8 C -0.06

=====

4.
Formula: C5H8N2S
Source: the OMol25 dataset
Level of theory: ωB97M-V with the def2-TZVPD basis set

## Properties
net charge = 0
SMILES = C[C@H]1N[C@@H](C#N)[C@H]1S
HOMO level = -9.42 eV
Kohn-Sham gap = 10.1 eV
calculated total energy = -702.966805 Ha

Geometry (Å):
H -1.38317 1.85245 -0.45199
H -1.16636 -1.62872 -1.64424
H -0.07155 0.69050 -2.00292
C -0.41202 1.16844 1.30026
S 1.83649 0.23885 -0.67215
N -0.03828 1.36634 2.37505
H -2.23949 -0.56310 0.75092
H 0.74716 -2.46932 -0.07162
C -0.79523 -1.06990 -0.75867
C 0.04554 0.23069 -1.00531
C -0.91424 0.93794 -0.05888
H -0.86467 -2.80488 0.50102
N -1.83316 -0.24016 -0.15183
H 0.05283 -1.45660 1.19236
H 2.12008 -0.78428 -1.47017
C -0.17047 -2.02398 0.25402

Mulliken atomic charge list, values in e, 8 entries:
1 H 0.35
2 H 0.29
3 H 0.35
4 C 0.04
5 S -0.20
6 N -0.46
7 H 0.30
8 H 0.35

=====

5.
Formula: C5H8N2S
Source: the OMol25 dataset
Level of theory: ωB97M-V with the def2-TZVPD basis set

## Properties
net charge = 0
SMILES = [H]/N=C(\NC)SCC#C
HOMO level = -8.99 eV
Kohn-Sham gap = 9.7 eV
calculated total energy = -702.933543 Ha

Geometry (Å):
H 3.44477 0.97352 0.71470
C 3.07423 0.83437 -0.28796
H -1.84626 -0.48828 1.54737
C 0.85636 -0.17292 0.28650
C -2.32844 0.64996 -0.16184
H 1.39636 1.12374 1.50738
C -1.95818 -0.64612 0.45363
N 0.57390 0.57268 1.28040
S -0.43334 -1.31100 -0.32027
H 3.88533 0.59751 -0.96777
C -2.61567 1.74929 -0.59293
H -2.73213 -1.39948 0.42257
N 2.09030 -0.26736 -0.36600
H -2.84344 2.70282 -0.97800
H 2.16711 -0.95611 -1.11258
H 2.64254 1.79764 -0.59461

Mulliken atomic charge list, values in e, 8 entries:
1 H 0.30
2 C -0.98
3 H 0.27
4 C 0.61
5 C -0.44
6 H 0.21
7 C -0.66
8 N -0.66

=====

6.
Formula: C5H8N3
Source: the OMol25 dataset
Level of theory: ωB97M-V with the def2-TZVPD basis set

## Properties
net charge = +1
<S²> = 2.02
multiplicity = 3
HOMO level (spin up / spin down) = -11.41 / -15.63 eV
Kohn-Sham gap (spin up / spin down) = 7.3 / 8.7 eV
calculated total energy = -359.115975 Ha

Geometry (Å):
C 2.06697 -1.13779 0.23348
C -0.12182 -0.77937 -0.89939
H 2.20713 0.47720 3.05099
H -0.42820 2.00790 0.49686
H 0.26640 -1.01374 -1.91443
H -0.61029 -1.69871 -0.43624
C 2.09417 -0.07193 2.19756
N 0.49581 0.22399 1.00242
C -0.67693 0.96116 0.63315
H -1.41811 1.01344 1.47425
H -2.08733 0.22307 -0.83073
C -1.01688 0.47338 -0.77505
N 0.91216 -0.58633 0.05797
N 2.64041 -0.80886 1.36205
H 2.31664 -2.02101 -0.23899
H -0.64400 1.25791 -1.50332

Mulliken atomic charge list, values in e, 8 entries:
1 C -0.04
2 C -0.61
3 H 0.47
4 H 0.23
5 H 0.36
6 H 0.30
7 C 0.12
8 N -0.33